{"formula": "C43H57FN5OP2S4SbSiTc", "method": "ωB97M-V/def2-TZVPD", "largest_force_ev_per_a": 2.052, "orbital_gap_ev": [4.932, 4.915], "e_lumo_ev": [-4.953, -4.969], "charge": 1, "multiplicity": 1, "symbols": ["Tc", "C", "Si", "C", "C", "N", "C", "C", "C", "C", "C", "C", "F", "H", "H", "H", "H", "H", "H", "H", "H", "H", "H", "H", "H", "H", "O", "C", "C", "C", "C", "C", "C", "C", "P", "C", "C", "C", "C", "C", "C", "C", "C", "C", "C", "C", "C", "H", "H", "H", "H", "H", "H", "H", "H", "H", "H", "H", "H", "H", "H", "S", "Sb", "S", "S", "S", "N", "P", "N", "C", "C", "C", "C", "C", "N", "C", "C", "C", "C", "C", "N", "C", "C", "C", "C", "C", "H", "H", "H", "H", "H", "H", "H", "H", "H", "H", "H", "H", "H", "H", "H", "H", "H", "H", "H", "H", "H", "H", "H", "H", "H", "H", "H", "H", "H", "H"], "positions_angstrom": [[0.5710, 0.2217, 1.1946], [0.8725, -0.3024, 6.0836], [1.4660, -0.5003, 4.3060], [2.9183, 0.6519, 3.9618], [2.0649, -2.2929, 4.2618], [0.1903, -0.2062, 3.0686], [-1.1102, 0.1755, 3.4622], [-1.3660, 1.0310, 4.5421], [-2.6449, 1.4411, 4.8665], [-3.7389, 1.0152, 4.1273], [-3.5312, 0.1772, 3.0456], [-2.2475, -0.2110, 2.7378], [-2.0896, -1.0283, 1.6578], [1.5257, -0.9143, 6.7098], [-0.1498, -0.6497, 6.2365], [0.9419, 0.7267, 6.4390], [3.7640, 0.3568, 4.5882], [2.6661, 1.6864, 4.2038], [3.2556, 0.6351, 2.9258], [3.0516, -2.3249, 4.7320], [2.1585, -2.7246, 3.2733], [1.4029, -2.9393, 4.8408], [-0.5319, 1.4158, 5.1061], [-2.7816, 2.1060, 5.7096], [-4.7384, 1.3411, 4.3790], [-4.3493, -0.1876, 2.4379], [3.0682, 0.9738, -0.0731], [2.5450, 0.0525, 0.4869], [3.1873, -1.2791, 0.6528], [4.5793, -1.3441, 0.6993], [5.2068, -2.5655, 0.8597], [4.4478, -3.7264, 0.9461], [3.0641, -3.6700, 0.8739], [2.4184, -2.4465, 0.7323], [0.6012, -2.2070, 0.7077], [-0.1076, -3.5946, 1.6677], [-0.7153, -3.3794, 2.9018], [-1.2849, -4.4343, 3.5986], [-1.2369, -5.7180, 3.0783], [-0.6276, -5.9427, 1.8515], [-0.0803, -4.8878, 1.1418], [0.0768, -2.7358, -0.9563], [0.9332, -3.2955, -1.8964], [0.4181, -3.8007, -3.0832], [-0.9417, -3.7340, -3.3425], [-1.7976, -3.1586, -2.4112], [-1.2928, -2.6639, -1.2212], [5.1510, -0.4278, 0.6285], [6.2859, -2.6136, 0.9180], [4.9349, -4.6834, 1.0793], [2.4919, -4.5841, 0.9592], [-0.7440, -2.3875, 3.3259], [-1.7690, -4.2495, 4.5488], [-1.6818, -6.5414, 3.6211], [-0.5895, -6.9443, 1.4437], [0.3527, -5.0710, 0.1665], [1.9962, -3.3570, -1.6996], [1.0868, -4.2567, -3.8022], [-1.3398, -4.1339, -4.2660], [-2.8617, -3.1130, -2.6067], [-1.9580, -2.2396, -0.4765], [0.5926, 3.9206, 5.6861], [-0.0463, 4.8593, 3.7444], [-0.9066, 3.3396, 1.9766], [0.9476, 2.4871, 1.8839], [0.5216, 6.8490, 2.8881], [0.0627, 0.7620, -0.4256], [-0.4450, 1.5864, -1.7354], [0.4575, 1.2391, -3.0709], [1.6612, 2.0304, -3.3633], [1.9581, 1.9390, -4.8526], [2.3187, 0.4942, -5.2452], [1.8185, -0.5012, -4.1904], [0.4383, -0.1098, -3.6744], [-1.9619, 1.0828, -2.0700], [-2.8287, 0.7120, -0.9269], [-4.2595, 0.4990, -1.3988], [-4.3114, -0.5242, -2.5381], [-3.2873, -0.1993, -3.6538], [-2.5977, 1.1324, -3.3852], [-0.3997, 3.2115, -1.4916], [0.6747, 3.9549, -0.8162], [1.1490, 5.1563, -1.6374], [-0.0334, 6.0322, -2.0556], [-1.0978, 5.1861, -2.7526], [-1.5459, 4.0658, -1.8202], [2.5217, 1.6845, -2.7816], [1.4589, 3.0580, -3.0864], [2.7675, 2.6259, -5.1000], [1.0707, 2.2694, -5.3974], [3.3982, 0.3870, -5.3554], [1.8698, 0.2558, -6.2107], [2.5182, -0.5550, -3.3527], [1.7542, -1.4970, -4.6235], [0.0771, -0.8363, -2.9456], [-0.2565, -0.1115, -4.5230], [-2.7926, 1.4873, -0.1536], [-2.4545, -0.2161, -0.4887], [-4.6910, 1.4483, -1.7216], [-4.8554, 0.1490, -0.5554], [-5.3224, -0.5457, -2.9449], [-4.1102, -1.5177, -2.1306], [-3.7793, -0.1588, -4.6262], [-2.5228, -0.9775, -3.6962], [-3.3337, 1.9412, -3.4341], [-1.8347, 1.3455, -4.1320], [1.4961, 3.2749, -0.5934], [0.2828, 4.3412, 0.1277], [1.6971, 4.8382, -2.5268], [1.8417, 5.7322, -1.0215], [0.3073, 6.8307, -2.7160], [-0.4692, 6.4992, -1.1672], [-0.6814, 4.7400, -3.6614], [-1.9546, 5.8000, -3.0354], [-2.3282, 3.4667, -2.2809], [-1.9415, 4.4960, -0.8925]], "atomic_forces_ev_per_a": [[0.07, 1.21, -1.42], [0.02, 0.15, -0.24], [0.64, -0.26, 0.36], [-0.26, -0.15, 0.16], [-0.14, 0.32, -0.03], [-0.28, -0.16, -0.01], [-0.56, 0.13, 0.02], [0.11, -0.03, -0.15], [0.00, 0.01, 0.12], [0.04, 0.05, -0.05], [-0.11, 0.04, -0.01], [0.29, -0.05, 0.13], [0.00, -0.05, -0.03], [0.06, -0.02, -0.06], [0.01, -0.04, 0.00], [-0.03, -0.01, 0.01], [-0.02, -0.04, 0.01], [-0.06, -0.02, -0.01], [0.05, -0.03, -0.05], [-0.01, 0.03, 0.02], [0.08, -0.08, -0.17], [-0.03, 0.02, 0.00], [-0.03, 0.08, -0.04], [0.01, 0.01, -0.02], [-0.01, -0.03, 0.02], [0.02, 0.00, -0.01], [0.20, -0.08, 0.07], [-0.58, 0.30, 0.07], [0.22, -0.31, 0.00], [0.01, 0.04, 0.02], [0.01, 0.04, -0.03], [-0.03, -0.04, -0.02], [0.00, -0.05, 0.02], [-0.10, 0.22, 0.13], [0.26, -0.75, -0.36], [-0.05, 0.25, 0.16], [0.04, 0.01, 0.01], [0.00, -0.03, 0.01], [0.00, 0.04, 0.01], [-0.01, -0.08, 0.01], [0.00, 0.04, -0.04], [-0.05, 0.19, 0.01], [0.00, 0.05, 0.09], [0.05, 0.00, -0.12], [0.01, 0.01, -0.03], [-0.01, -0.04, 0.06], [0.09, 0.02, 0.00], [-0.02, 0.01, -0.01], [0.00, -0.02, 0.01], [0.01, 0.00, -0.01], [-0.02, 0.01, 0.00], [-0.01, -0.02, -0.03], [0.01, 0.00, 0.01], [0.01, -0.01, 0.00], [-0.01, 0.02, -0.03], [-0.01, -0.03, -0.01], [0.01, 0.00, -0.01], [-0.01, 0.01, -0.01], [0.02, -0.01, 0.00], [0.06, -0.05, -0.01], [-0.02, -0.09, -0.04], [-0.37, 0.36, -0.77], [0.48, -0.05, -0.17], [-0.55, 0.69, 0.92], [0.75, -0.50, 0.11], [-0.39, -0.86, 0.33], [0.41, -0.92, 1.79], [-0.39, 0.72, -1.14], [-0.02, -0.09, 0.70], [0.06, 0.20, -0.23], [0.01, -0.10, 0.07], [-0.05, 0.00, 0.09], [-0.05, 0.13, 0.02], [0.01, -0.13, -0.09], [0.24, 0.03, 0.36], [-0.06, -0.09, 0.03], [0.11, -0.09, -0.11], [0.01, 0.15, -0.02], [-0.08, 0.06, 0.10], [-0.03, -0.14, -0.18], [-0.16, -0.53, 0.36], [0.45, 0.27, -0.36], [-0.22, 0.00, -0.01], [0.10, -0.11, -0.12], [0.06, 0.04, 0.21], [-0.09, 0.05, -0.26], [-0.05, 0.01, 0.06], [0.02, -0.03, -0.02], [-0.02, 0.01, -0.02], [0.01, 0.05, 0.00], [-0.01, -0.01, -0.04], [0.05, -0.02, -0.02], [-0.01, -0.04, 0.02], [0.00, -0.12, 0.04], [-0.04, -0.03, -0.01], [-0.04, -0.01, 0.07], [0.01, -0.01, 0.00], [-0.03, 0.16, 0.00], [-0.04, 0.01, 0.03], [-0.01, 0.05, 0.03], [0.00, -0.07, 0.00], [-0.07, 0.05, 0.02], [0.04, -0.02, -0.03], [-0.01, 0.05, -0.08], [0.07, 0.07, 0.01], [-0.02, 0.02, 0.00], [-0.01, 0.04, -0.03], [0.07, -0.05, -0.19], [0.03, 0.04, 0.00], [0.04, -0.04, 0.01], [-0.01, 0.04, 0.06], [-0.01, 0.03, -0.01], [-0.06, 0.02, -0.05], [-0.02, -0.03, -0.01], [-0.01, 0.03, 0.05], [0.00, -0.05, 0.01]], "lowdin_charge": [1.118, -0.159, 0.462, -0.177, -0.156, -0.303, -0.342, -0.103, -0.072, -0.066, -0.010, -0.245, -0.014, 0.044, 0.042, 0.021, 0.044, 0.006, 0.000, 0.046, -0.006, 0.036, 0.027, 0.115, 0.111, 0.121, 0.027, -0.444, -0.223, -0.003, -0.040, -0.041, -0.074, -0.323, 1.064, -0.327, -0.101, -0.056, -0.061, -0.061, -0.090, -0.366, -0.089, -0.074, -0.061, -0.080, -0.096, 0.128, 0.116, 0.116, 0.104, 0.072, 0.113, 0.111, 0.111, 0.105, 0.108, 0.113, 0.113, 0.100, 0.093, -0.044, 0.304, 0.011, 0.088, -0.078, -0.282, 0.674, -0.172, -0.191, -0.158, -0.175, -0.177, -0.180, -0.192, -0.192, -0.166, -0.165, -0.151, -0.200, -0.184, -0.281, -0.167, -0.187, -0.169, -0.182, 0.123, 0.076, 0.116, 0.115, 0.112, 0.111, 0.113, 0.108, 0.087, 0.119, 0.109, 0.070, 0.116, 0.116, 0.113, 0.087, 0.117, 0.081, 0.116, 0.108, 0.070, 0.007, 0.098, 0.121, 0.114, 0.117, 0.116, 0.117, 0.095, 0.120]}